Entry from OMol25: a cluster of 2 separate species, C4H13N2O in total in a non-equilibrium geometry (ωB97M-V with the def2-TZVPD basis set).

Atoms and positions in Å:
H  -0.43101  -1.97137  3.22140
C  -0.20042  -0.96232  1.19111
H  0.76705  -0.31053  1.41563
H  -0.86115  -2.93257  1.83119
H  0.04644  -1.43875  0.20429
H  -2.29823  -0.59525  1.31458
C  0.79942  0.95200  -2.95616
C  0.35910  1.22511  -1.49432
N  1.24951  1.86166  -0.61019
H  2.08801  2.30642  -0.80426
H  -1.50652  0.29886  0.13768
H  0.87740  2.11692  0.35320
O  -0.74505  0.80729  -1.03270
H  -1.48380  0.75263  1.60189
H  1.47605  0.05076  -3.01522
N  -1.48583  -0.08703  1.11719
H  1.08526  1.82963  -3.44902
C  -0.25977  -2.06666  2.19835
H  0.72369  -2.47653  2.20579
H  -0.20013  0.63972  -3.43042

Cartesian forces, eV/Å:
-0.8 1.2 1.6
1.9 1.4 0.4
-2.5 -0.8 -0.4
0.1 0.8 0.3
-0.9 0.9 0.7
-1.5 -1.1 0.6
-2.9 -2.4 1.3
0.4 0.0 1.7
-4.0 -1.2 1.3
1.7 0.7 -1.1
0.2 -0.4 -0.1
0.6 -0.6 -2.0
2.5 1.3 -2.1
0.3 1.7 2.0
-0.4 1.3 0.1
2.1 -1.6 -2.0
1.1 1.1 -0.6
-0.3 -2.1 -1.8
1.0 -0.4 -0.2
1.6 0.3 0.5

Summary:
charge	+1
2S+1	1
E_HOMO	-14.5753	eV
Kohn-Sham gap	0.4270	Ha
largest force on an atom	0.0852	Eh/bohr
relative energy (zero: lowest compared OMol25 entry of this formula, charge and spin)	37.2	kcal/mol
LUMO energy	-2.955	eV

=====

Entry from OMol25: a cluster of 2 separate species, C4H13N2O in total in a non-equilibrium geometry (ωB97M-V with the def2-TZVPD basis set).

Atoms and positions in Å:
H  1.86083  -1.02634  0.72547
H  1.56534  -1.20329  -2.67897
C  1.15793  -0.22343  0.93464
H  0.37951  -1.43918  -1.53362
H  -0.75090  1.44966  1.55714
H  -2.03931  0.38334  1.08844
C  -1.17622  0.47456  1.74997
H  -0.07953  -1.19395  2.41527
H  1.09816  1.71524  0.01346
N  1.10045  -0.81646  -1.87357
H  1.20454  1.29291  -2.07487
O  -1.59021  0.21075  -1.77924
H  -2.08930  0.33774  -0.96956
H  1.65044  0.34033  1.71677
C  -0.19131  -0.70515  1.45586
H  -0.62506  -1.29798  0.64699
N  1.09413  0.72267  -0.17371
H  -1.55398  0.46787  2.76767
H  -2.14899  0.08184  -2.55009
C  1.13346  0.42889  -1.43804

Cartesian forces, eV/Å:
-0.2 -0.2 -0.5
-0.1 0.8 -0.4
0.3 0.4 1.3
0.3 0.1 0.5
0.2 0.3 0.1
-0.1 0.1 0.2
0.0 -0.5 -0.6
0.3 -0.8 -0.3
-0.1 -0.1 0.3
-0.2 -1.2 -0.1
0.4 0.0 -0.6
0.9 -0.1 0.1
-0.6 0.0 -0.4
0.1 0.2 0.3
-0.6 1.4 -0.5
-0.1 -0.6 0.6
-0.2 -0.1 -0.6
0.1 -0.1 0.0
-0.5 0.1 0.4
0.2 0.2 0.3

Summary:
charge	+1
2S+1	1
E_HOMO	-15.0329	eV
Kohn-Sham gap	0.4222	Ha
largest force on an atom	0.0317	Eh/bohr
relative energy (zero: lowest compared OMol25 entry of this formula, charge and spin)	33.6	kcal/mol
LUMO energy	-3.544	eV

=====

Entry from OMol25: the ion C4H13N2O with charge +1 in a non-equilibrium geometry (ωB97M-V with the def2-TZVPD basis set).

Atoms and positions in Å:
H  -0.17761  -1.99211  -0.87670
H  -2.32860  -0.06283  1.35545
H  3.05241  0.38508  -0.75200
H  -2.41554  0.17872  -0.40424
H  2.76484  -0.04825  0.82736
C  -1.97164  -0.43502  0.39314
N  -0.07771  -0.98556  -1.01467
H  -0.02452  -0.99784  1.06856
H  1.67330  2.04826  -0.78934
H  -0.60066  1.56260  -0.49223
N  2.36014  0.11431  -0.07866
H  -0.70436  -0.67872  -1.75474
H  0.91005  -0.77167  -1.17068
C  0.03032  1.11615  0.27902
H  -0.26497  1.56516  1.23218
C  1.52168  1.37319  0.05595
H  -2.94400  -2.19700  0.73768
C  -0.45399  -0.33185  0.32608
H  1.94605  1.94239  0.88223
O  -2.29521  -1.78499  0.17563

Cartesian forces, eV/Å:
-0.2 0.0 -0.4
0.0 0.0 0.0
0.8 -0.4 0.1
0.0 0.0 0.2
0.5 -0.3 0.0
-0.2 0.0 0.4
-0.3 -0.3 1.1
0.3 0.3 0.2
0.0 -0.4 -0.2
0.2 0.4 0.0
-1.7 1.3 -0.6
0.1 0.0 -0.2
0.5 0.1 0.0
-0.6 -0.4 0.6
-0.1 0.0 -0.2
0.8 -0.3 0.3
-0.4 0.3 0.5
-0.1 0.1 -1.0
-0.3 0.1 0.2
0.6 -0.4 -0.8

Summary:
charge	+1
2S+1	1
SMILES string	NCC[C@H]([NH3+])CO
E_HOMO	-14.2435	eV
Kohn-Sham gap	0.4170	Ha
largest force on an atom	0.0430	Eh/bohr
relative energy (zero: lowest compared OMol25 entry of this formula, charge and spin)	33.4	kcal/mol
LUMO energy	-2.897	eV

=====

Entry from OMol25: a cluster of 2 separate species, C4H13N2O in total in a non-equilibrium geometry (ωB97M-V with the def2-TZVPD basis set).

Atoms and positions in Å:
H  -0.24822  -1.47157  1.05082
C  -0.83878  0.68676  -1.25479
C  1.78854  -1.56306  -0.80160
H  1.76714  -1.96097  -1.80821
N  -0.61057  -0.57699  0.86275
O  -0.60641  1.60830  2.98468
H  1.94761  0.19775  0.52642
H  -0.97735  2.30173  2.61733
H  -0.23878  -0.12858  1.73189
H  -1.67258  -0.49324  0.87707
H  -0.32960  1.31226  -1.99273
C  1.41307  -0.07413  -0.42819
H  1.18224  -2.19633  -0.21046
H  -2.36009  1.10926  -2.46956
H  0.38507  1.64820  2.89230
H  2.82528  -1.74930  -0.36552
H  -2.90103  0.06290  -1.17605
C  -0.09152  0.08832  -0.25740
N  -2.20236  0.64907  -1.49352
H  1.76834  0.54963  -1.28523

Cartesian forces, eV/Å:
0.0 -2.4 -0.6
-0.3 -1.5 1.8
2.1 0.8 1.8
-0.2 0.7 -0.4
-2.3 1.6 2.1
4.5 -6.3 2.5
-0.3 -0.1 -1.0
-2.6 5.7 -2.9
-1.0 0.7 -0.3
1.7 -0.6 0.4
0.2 -0.5 0.4
0.2 -0.3 -0.8
-0.8 -1.1 0.6
-0.4 -1.4 2.8
-1.7 0.6 0.3
-1.1 0.2 -0.9
-1.1 -1.5 0.8
1.2 1.9 -4.1
2.3 3.6 -3.8
-0.3 -0.1 1.1

Summary:
charge	+1
2S+1	1
E_HOMO	-12.5123	eV
Kohn-Sham gap	0.3351	Ha
largest force on an atom	0.1576	Eh/bohr
relative energy (zero: lowest compared OMol25 entry of this formula, charge and spin)	72.6	kcal/mol
LUMO energy	-3.393	eV

=====

Entry from OMol25: a cluster of 2 separate species, C4H13N2O in total in a non-equilibrium geometry (ωB97M-V with the def2-TZVPD basis set).

Atoms and positions in Å:
H  0.63847  1.81260  0.48805
N  0.03977  -1.84689  -0.06237
H  -3.20165  1.74385  -1.13080
H  -3.30162  1.94789  0.69690
H  -2.36811  3.24601  -0.28494
H  2.12153  -1.61067  -1.46573
H  -0.07700  -1.85085  -1.17624
H  2.74710  -2.67690  -0.06336
H  3.45858  -1.14648  -0.45307
O  -0.96218  0.27642  -0.48484
C  -2.55959  2.01038  -0.21088
C  -1.28560  1.34415  -0.07923
H  1.46329  -1.50157  1.53222
H  -0.80570  -1.18032  0.23490
C  1.33355  -1.25276  0.46051
C  2.45578  -1.62636  -0.43302
H  -0.05838  -2.74386  0.36194
H  -0.62338  3.02994  0.93119
N  -0.34337  2.15913  0.58929
H  1.32852  -0.13372  0.54948

Cartesian forces, eV/Å:
-1.4 1.1 0.6
-1.4 2.2 -1.1
1.3 0.1 1.4
1.7 -0.3 -1.5
-0.6 -3.4 0.1
0.0 -0.3 -0.2
0.7 -0.2 3.2
-0.4 1.0 -1.4
-1.1 0.5 0.7
0.1 -2.4 -1.4
-4.2 4.1 -0.4
1.9 4.4 2.5
-0.2 -0.6 -0.7
2.0 -1.4 -0.8
0.3 2.7 1.0
2.0 -3.0 0.3
-0.2 -1.1 -0.2
0.2 1.4 0.4
0.4 -3.8 -1.9
-1.0 -1.0 -0.6

Summary:
charge	+1
2S+1	1
E_HOMO	-14.2643	eV
Kohn-Sham gap	0.4146	Ha
largest force on an atom	0.1138	Eh/bohr
relative energy (zero: lowest compared OMol25 entry of this formula, charge and spin)	52.2	kcal/mol
LUMO energy	-2.983	eV

=====

Entry from OMol25: the ion C4H13N2O with charge +1 in a non-equilibrium geometry (ωB97M-V with the def2-TZVPD basis set).

Atoms and positions in Å:
N  1.64411  1.24667  -0.93567
H  -2.35276  -2.65242  0.07182
H  -1.05540  -2.90651  -1.03295
N  -0.96287  -1.32069  0.28552
H  1.88932  1.15039  -1.95889
H  0.88015  -0.67693  0.95499
O  0.30091  2.71585  0.74611
C  0.20352  0.66272  -0.62174
C  -0.43256  1.45082  0.56367
H  -0.17687  1.03129  1.61205
H  0.94864  -1.45841  -0.62073
H  -0.06643  3.20543  1.48113
C  -1.28854  -2.68466  -0.03133
H  -1.23301  -1.20236  1.25651
H  -0.71961  -3.25700  0.74470
H  -0.27625  0.78939  -1.58687
H  -1.49517  1.42152  0.38366
H  2.33121  0.84093  -0.33473
C  0.28913  -0.69553  -0.04264
H  1.57247  2.33949  -0.93464

Cartesian forces, eV/Å:
-2.1 2.3 -2.3
-0.7 -1.1 0.2
0.5 -0.6 -1.1
-0.7 2.3 -0.2
-0.2 -0.9 1.4
-0.4 0.6 -1.5
-0.9 -0.5 -1.7
1.0 1.7 1.0
2.3 0.9 2.0
-0.9 -0.5 -2.1
-1.2 1.3 0.2
-0.2 0.2 0.2
1.0 0.5 1.7
0.3 0.5 -0.3
-0.9 -0.7 -1.1
-0.6 -0.2 0.2
-0.4 0.8 0.1
0.9 0.1 0.5
2.9 -4.5 1.3
0.3 -2.2 1.3

Summary:
charge	+1
2S+1	1
SMILES string	CNC[C@H]([NH3+])CO
E_HOMO	-12.4270	eV
Kohn-Sham gap	0.3291	Ha
largest force on an atom	0.1068	Eh/bohr
relative energy (zero: lowest compared OMol25 entry of this formula, charge and spin)	82.3	kcal/mol
LUMO energy	-3.473	eV

=====

Entry from OMol25: a cluster of 2 separate species, C4H13N2O in total in a non-equilibrium geometry (ωB97M-V with the def2-TZVPD basis set).

Atoms and positions in Å:
H  1.22357  0.08747  0.90045
H  2.09271  0.64087  -1.30389
H  -2.25375  0.69674  -1.47924
C  -1.09651  -0.19132  0.08213
H  2.39465  -0.89537  0.41244
H  3.64477  0.44669  -0.78751
H  -3.96328  1.70630  0.14927
C  -2.41750  0.31643  -0.43103
H  2.64785  0.10418  1.59776
H  2.72436  1.91000  -0.21581
H  -2.98972  1.29688  1.35134
H  -0.05794  -2.19546  0.18721
C  -0.95332  -1.81355  -0.03268
H  -1.34020  -2.07539  -0.98347
C  2.77943  0.84914  -0.43267
H  -2.98176  -0.65147  -0.53769
N  -2.97060  1.38513  0.31221
N  2.29383  0.01733  0.69476
O  -0.19993  0.45193  0.50404
H  -1.69481  -2.15625  0.61725

Cartesian forces, eV/Å:
0.6 0.5 -1.2
0.2 0.4 1.1
0.1 -0.6 0.7
-1.1 -4.1 -1.5
0.5 -3.0 -0.5
3.0 -0.5 -0.4
1.7 -0.9 -0.7
-0.5 -1.0 -1.2
1.8 0.6 1.7
0.4 -0.1 0.1
0.6 -0.4 -1.2
3.6 -1.3 0.7
-3.2 4.7 -0.8
0.0 -0.4 -1.2
-3.5 0.6 -0.6
-0.2 1.0 0.1
-1.9 1.7 2.4
-2.4 1.4 -0.3
1.4 2.2 1.4
-1.1 -0.8 1.4

Summary:
charge	+1
2S+1	1
E_HOMO	-12.6292	eV
Kohn-Sham gap	0.3501	Ha
largest force on an atom	0.1107	Eh/bohr
relative energy (zero: lowest compared OMol25 entry of this formula, charge and spin)	64.1	kcal/mol
LUMO energy	-3.101	eV

=====

Entry from OMol25: the ion C4H13N2O with charge +1 in a non-equilibrium geometry (ωB97M-V with the def2-TZVPD basis set).

Atoms and positions in Å:
C  0.43238  0.80702  -1.12140
N  0.27783  -1.23708  2.05001
N  0.49564  1.15837  1.44466
H  -0.31610  0.13251  -3.17521
H  1.48812  0.66270  -1.31976
H  0.45580  1.89952  -1.22602
H  -0.55335  -0.95604  -1.76508
H  1.63201  -1.00730  0.28031
H  -1.11295  0.12461  0.46953
C  -0.55498  0.06486  -2.11517
C  0.57307  -1.01849  0.63924
H  -0.61083  -1.75000  2.24982
H  1.35126  1.42894  1.19006
C  -0.03238  0.36525  0.33733
H  -0.14052  2.06347  1.54486
H  0.99016  -1.67101  2.64729
H  0.06258  -1.84303  0.17163
O  -2.04303  0.28037  -2.00163
H  0.12259  -0.26868  2.44767
H  -2.51730  0.76401  -2.74815

Cartesian forces, eV/Å:
-2.7 0.6 0.4
-0.6 -0.6 2.7
-6.7 2.0 0.9
0.5 0.0 0.2
0.2 -1.2 0.0
-0.9 0.0 0.2
0.5 -0.6 -0.5
-0.6 -0.4 1.3
0.4 1.3 -0.5
-1.4 0.3 0.0
0.3 -0.2 -1.5
0.9 0.2 -0.7
4.3 1.7 -0.9
0.8 -1.0 -0.9
2.0 -2.4 -0.1
0.0 0.0 -0.4
0.0 -0.1 -0.9
0.8 1.1 -0.3
0.6 0.0 -0.2
1.7 -0.8 1.3

Summary:
charge	+1
2S+1	1
SMILES string	N[C@H](C[NH3+])CCO
E_HOMO	-13.6250	eV
Kohn-Sham gap	0.3789	Ha
largest force on an atom	0.1375	Eh/bohr
relative energy (zero: lowest compared OMol25 entry of this formula, charge and spin)	69.4	kcal/mol
LUMO energy	-3.314	eV

=====

Entry from OMol25: a cluster of 2 separate species, C4H13N2O in total in a non-equilibrium geometry (ωB97M-V with the def2-TZVPD basis set).

Atoms and positions in Å:
H  0.03470  3.80185  -0.73994
H  -1.05808  -2.35998  1.40036
H  1.34393  -0.30536  -0.71321
N  0.02025  0.80139  0.42070
C  -0.39153  -1.70590  1.96714
H  -0.56867  -0.19528  -4.02332
H  0.14857  1.00967  1.40354
C  0.82741  -1.37738  1.13997
H  -0.58443  1.68811  -1.29472
H  -0.96028  -0.80769  2.24221
H  1.47166  -0.69066  1.70209
C  -0.06491  1.86061  -0.35403
O  -1.01957  -0.69903  -3.34798
C  0.48577  -0.49844  -0.08423
N  0.05087  3.11669  0.00239
H  -0.24153  -1.03201  -0.69924
H  1.27305  -2.33674  0.87814
H  -0.05035  -2.17609  2.88404
H  -1.12035  -1.59261  -3.64967
H  0.40350  3.49886  0.86578

Cartesian forces, eV/Å:
-0.4 0.0 0.0
0.0 -0.1 0.3
0.3 -0.1 0.0
0.3 1.3 -0.1
-0.3 0.4 0.0
0.1 -0.2 -0.4
0.3 -0.4 0.1
-0.3 1.3 -0.3
1.0 0.0 -0.6
0.0 -0.2 0.0
0.6 -0.8 0.3
-1.8 -0.6 0.5
0.0 0.8 0.9
-0.2 -1.6 0.0
0.4 0.6 -0.5
-0.4 0.5 0.0
0.6 0.5 -0.3
-0.3 -0.2 0.1
0.0 -0.6 -0.5
0.1 -0.5 0.3

Summary:
charge	+1
2S+1	1
E_HOMO	-14.7676	eV
Kohn-Sham gap	0.4032	Ha
largest force on an atom	0.0378	Eh/bohr
relative energy (zero: lowest compared OMol25 entry of this formula, charge and spin)	33.7	kcal/mol
LUMO energy	-3.795	eV

=====

Entry from OMol25: a cluster of 2 separate species, C4H13N2O2 in total in a non-equilibrium geometry (ωB97M-V with the def2-TZVPD basis set).

Atoms and positions in Å:
H  -0.75688  -0.33125  2.09481
H  1.81356  0.22469  0.03817
N  -0.14922  -0.03476  -0.50026
N  -0.69772  -1.29225  1.77756
C  1.90005  -1.70780  -0.84645
C  0.67354  -1.51820  1.28928
H  1.20808  -2.65437  -1.12824
H  2.90327  -2.07193  -0.44985
C  1.09337  -0.67289  0.07563
H  -0.21142  0.02589  -1.53561
O  -2.55271  3.90736  -0.76180
H  -0.06459  1.76710  0.66986
H  -1.40145  -1.60713  1.20701
H  1.42015  -1.34408  2.01529
H  -1.72513  3.18732  -0.91978
H  2.29899  -1.19936  -1.82473
H  0.76242  -2.55353  1.05293
C  -0.77919  1.20635  -0.06351
O  -1.05656  1.86092  -1.22888
H  -2.98460  3.71877  -1.53642
H  -1.69397  1.08914  0.57499

Cartesian forces, eV/Å:
-0.7 -0.3 -0.4
-0.5 -1.2 1.7
0.5 -2.8 -1.4
3.6 0.6 3.0
-0.6 -0.2 -2.3
-1.2 1.2 -0.2
1.7 2.1 0.5
-1.6 0.3 0.4
0.0 1.1 -2.7
0.5 -0.1 1.2
3.2 -0.1 2.4
-0.3 -0.5 -0.7
-1.6 -0.2 -1.8
0.5 0.2 1.6
-1.4 0.3 0.4
-1.2 -0.8 1.4
0.0 -0.8 -0.4
0.8 1.3 -0.2
0.0 0.9 0.8
-1.9 -0.6 -2.9
0.2 -0.5 -0.3

Summary:
charge	-1
2S+1	1
E_HOMO	-3.5218	eV
Kohn-Sham gap	0.2630	Ha
largest force on an atom	0.0921	Eh/bohr
relative energy (zero: lowest compared OMol25 entry of this formula, charge and spin)	52.4	kcal/mol
LUMO energy	3.635	eV

=====

Q: Number 7 is which compound?
A: C4H13N2O

=====

Q: What is the 2S+1 in the fifth record?
A: 1